No. 1
Molecular formula: C10H30ClNiO9
Method: DFT, ωB97M-V/def2-TZVPD

The net charge is +2. The calculation puts the orbital gap (alpha / beta) at 6.46 / 2.49 eV. As for the LUMO energy (alpha / beta): -8.916 / -11.396 eV. As for the multiplicity: 4. The calculation puts the HOMO energy (alpha / beta) at -15.4 / -13.9 eV.

Atoms and positions in Å:
Ni -1.811 2.456 -34.898
Cl -1.486 0.098 -32.943
O -0.342 -0.314 -32.165
O -1.207 0.083 -34.364
O -2.755 -0.557 -32.685
O -1.736 1.467 -32.595
C -4.685 0.120 -35.921
C -5.158 1.391 -35.190
O -3.996 2.029 -34.649
H -4.373 0.320 -36.946
H -5.400 -0.682 -36.102
H -3.918 -0.309 -35.276
H -5.854 1.115 -34.398
H -5.631 2.122 -35.846
H -4.223 2.306 -33.758
C -5.455 -2.994 -32.758
C -5.954 -1.734 -32.010
O -5.082 -1.422 -30.931
H -4.509 -2.844 -33.278
H -6.266 -3.365 -33.384
H -5.258 -3.743 -31.991
H -6.913 -1.855 -31.505
H -5.993 -0.877 -32.682
H -4.528 -0.673 -31.162
C -1.816 -0.363 -27.800
C -2.615 -0.959 -29.064
O -3.233 -2.172 -28.685
H -2.417 -0.239 -26.899
H -1.309 0.572 -28.040
H -1.013 -1.051 -27.538
H -1.887 -1.198 -29.840
H -3.324 -0.202 -29.400
H -3.977 -2.305 -29.277
C 3.214 -2.755 -31.210
C 2.306 -1.909 -30.328
O 2.465 -0.596 -30.701
H 4.248 -2.434 -31.335
H 2.878 -2.868 -32.241
H 3.205 -3.787 -30.859
H 2.636 -2.104 -29.307
H 1.261 -2.166 -30.503
H 1.804 -0.454 -31.383
C -2.774 6.709 -33.943
C -3.326 5.315 -33.850
O -2.281 4.280 -33.700
H -2.283 6.707 -34.917
H -2.145 7.080 -33.134
H -3.541 7.482 -33.953
H -3.865 4.883 -34.692
H -3.930 5.264 -32.944
H -1.976 4.389 -32.796


No. 2
Molecular formula: C10H30ClO5
Method: DFT, ωB97M-V/def2-TZVPD

The net charge is -1. The calculation puts the orbital gap at 8.80 eV. As for the LUMO energy: 3.271 eV. For the energy relative to the best compared isomer or geometry (same formula, charge and spin), the calculation gives 569.8 kJ/mol. The calculation puts the HOMO energy at -5.5 eV.

Atoms and positions in Å:
Cl -0.491 0.350 1.271
C 2.280 2.471 -2.505
C 1.340 1.636 -1.653
O 1.410 2.099 -0.326
H 3.457 2.328 -2.355
H 1.803 3.416 -2.543
H 2.242 2.067 -3.446
H 1.544 0.520 -1.783
H 0.378 1.798 -1.878
H 0.793 1.561 0.087
C 1.762 -3.034 3.127
C 0.898 -1.831 2.888
O 1.694 -0.654 2.437
H 2.310 -2.742 3.900
H 2.511 -3.260 2.319
H 1.245 -3.931 3.389
H 0.306 -1.420 3.750
H 0.483 -2.017 1.921
H 0.985 -0.079 1.999
C 3.202 -2.917 -0.394
C 2.368 -1.686 -0.102
O 1.099 -1.786 -0.590
H 2.688 -3.801 -0.248
H 4.091 -2.815 0.173
H 3.356 -2.903 -1.420
H 3.085 -0.899 -0.515
H 2.350 -1.716 1.026
H 0.321 -1.155 -0.064
C -1.631 -0.710 -2.362
C -2.824 -0.980 -1.532
O -2.585 -1.443 -0.172
H -1.265 -1.668 -2.537
H -0.870 -0.253 -1.677
H -1.794 0.101 -3.151
H -3.668 -1.677 -2.155
H -3.209 -0.111 -1.416
H -1.764 -1.138 0.130
C -3.194 3.811 1.222
C -3.584 3.003 0.062
O -3.439 1.587 0.535
H -2.231 3.702 1.625
H -3.860 3.317 2.022
H -3.587 4.732 1.082
H -2.991 3.235 -0.859
H -4.487 3.421 -0.255
H -2.524 1.475 0.969


No. 3
Molecular formula: C10H30CuN2O11S5
Method: DFT, ωB97M-V/def2-TZVPD

The net charge is -1. The calculation puts the orbital gap (alpha / beta) at 0.79 / 6.99 eV. As for the LUMO energy (alpha / beta): 1.482 / 0.913 eV. For the energy relative to the best compared isomer or geometry (same formula, charge and spin), the calculation gives 15.6 kJ/mol. As for the multiplicity: 3. The calculation puts the HOMO energy (alpha / beta) at 0.7 / -6.1 eV.

Atoms and positions in Å:
Cu 0.114 0.339 -0.072
N -0.517 -1.035 3.053
O -0.552 -0.444 1.975
O 0.148 -0.545 3.991
O -1.088 -2.106 3.199
N 0.327 0.202 -3.077
O 0.575 -0.429 -4.103
O 1.061 0.260 -2.076
O -0.688 0.864 -3.001
C -0.321 3.100 2.833
S -1.646 3.261 1.558
O -1.327 2.060 0.635
C -3.076 2.853 2.628
H 0.438 3.839 2.576
H 0.010 2.065 2.918
H -0.583 3.524 3.802
H -3.365 3.670 3.289
H -2.907 2.038 3.332
H -3.968 2.472 2.131
C 0.543 -3.265 -2.439
S 0.682 -3.085 -0.595
O 0.257 -1.669 -0.248
C -0.754 -4.101 0.015
H -0.268 -2.612 -2.760
H 0.285 -4.290 -2.706
H 1.436 -2.970 -2.992
H -1.638 -3.523 -0.254
H -0.739 -4.095 1.105
H -0.581 -5.107 -0.365
C -3.351 -1.713 -2.439
S -3.278 -0.377 -1.065
O -1.784 -0.207 -0.923
C -3.860 -1.343 0.452
H -4.381 -2.050 -2.558
H -2.678 -2.542 -2.223
H -2.972 -1.147 -3.290
H -4.921 -1.592 0.450
H -3.542 -0.865 1.379
H -3.480 -2.358 0.340
C 0.700 4.479 -1.786
S 1.919 3.563 -0.798
O 1.127 2.367 -0.314
C 2.854 3.008 -2.318
H 0.161 5.234 -1.213
H 0.033 3.745 -2.237
H 1.126 4.986 -2.652
H 3.434 2.104 -2.133
H 3.708 3.665 -2.482
H 2.081 2.738 -3.037
C 4.495 -1.435 0.376
S 3.461 -0.261 1.322
O 2.158 -0.106 0.453
C 2.868 -1.340 2.706
H 4.154 -2.470 0.375
H 5.475 -1.591 0.826
H 4.436 -1.019 -0.630
H 1.990 -1.906 2.396
H 2.616 -0.773 3.602
H 3.594 -2.067 3.070


No. 4
Molecular formula: C10H30F2N7O3P2PdS
Method: DFT, ωB97M-V/def2-TZVPD

The net charge is -1. The calculation puts the orbital gap at 7.07 eV. As for the LUMO energy: 2.446 eV. For the energy relative to the best compared isomer or geometry (same formula, charge and spin), the calculation gives 0.0 kJ/mol. The calculation puts the HOMO energy at -4.6 eV.

Atoms and positions in Å:
Pd 1.143 0.520 1.233
N 0.356 1.661 -2.561
N -0.555 1.328 -1.552
C -0.944 0.062 -1.293
N -1.835 -0.049 -0.292
S -0.370 -1.258 -2.172
H 1.205 1.125 -2.389
H -0.010 1.287 -3.433
H -0.893 2.078 -0.956
H -1.939 0.766 0.329
H -1.902 -0.969 0.109
C -2.338 -2.658 2.671
N -2.016 -1.479 3.449
C -3.023 -0.434 3.370
P -0.402 -1.007 3.529
O 0.218 -1.097 2.122
O -0.306 0.276 4.267
P -0.229 2.518 1.603
O -1.617 2.472 0.964
N -0.440 3.360 3.073
C -1.672 3.177 3.818
C 0.731 3.412 3.927
N 0.751 3.639 0.773
C 2.007 3.257 0.191
C 0.363 5.011 0.566
N 0.271 -2.324 4.338
C -0.128 -2.458 5.728
C 1.683 -2.596 4.135
H -3.280 -3.088 3.026
H -1.550 -3.401 2.784
H -2.450 -2.443 1.599
H -3.984 -0.834 3.709
H -3.160 -0.046 2.352
H -2.736 0.395 4.011
H -2.493 3.030 3.119
H -1.877 4.076 4.412
H -1.612 2.317 4.496
H 1.624 3.572 3.319
H 0.857 2.487 4.503
H 0.645 4.255 4.622
H 2.248 2.203 0.423
H 2.845 3.847 0.589
H 2.008 3.344 -0.902
H -0.627 5.168 0.990
H 0.327 5.258 -0.503
H 1.060 5.708 1.051
H -1.194 -2.255 5.825
H 0.414 -1.764 6.384
H 0.066 -3.480 6.068
H 1.929 -2.514 3.080
H 1.905 -3.612 4.473
H 2.328 -1.904 4.696
F 3.261 -1.345 1.279
C 2.288 -0.860 0.454
F 2.952 -0.141 -0.527
H 1.752 -1.682 -0.025


No. 5
Molecular formula: C10H30FO10Sr
Method: DFT, ωB97M-V/def2-TZVPD

The net charge is +2. The calculation puts the orbital gap (alpha / beta) at 8.83 / 3.02 eV. As for the LUMO energy (alpha / beta): -5.499 / -11.307 eV. As for the multiplicity: 2. The calculation puts the HOMO energy (alpha / beta) at -14.3 / -14.3 eV.

Atoms and positions in Å:
Sr -0.228 1.638 1.770
F 0.169 -0.169 0.053
C -2.354 -0.788 2.198
C -3.455 0.299 2.184
O -2.819 1.299 1.496
O -1.239 -0.413 2.929
H -2.181 -1.046 1.153
H -2.746 -1.686 2.676
H -3.738 0.743 3.138
H -4.346 -0.013 1.639
H -3.543 1.658 0.976
H -1.570 -0.321 3.825
C 3.225 -1.622 -0.636
C 2.737 -2.317 0.698
O 1.328 -2.549 0.736
O 2.830 -0.312 -0.584
H 2.814 -2.137 -1.505
H 4.310 -1.644 -0.741
H 3.095 -1.905 1.642
H 3.243 -3.282 0.666
H 0.894 -1.703 0.595
H 1.893 -0.335 -0.374
C 3.078 1.234 2.492
C 2.972 2.338 1.385
O 1.928 2.183 0.416
O 1.797 0.939 3.139
H 3.947 1.432 3.120
H 3.266 0.239 2.088
H 3.929 2.343 0.864
H 2.930 3.298 1.900
H 2.381 2.162 -0.430
H 1.960 0.265 3.802
C -1.546 3.038 -1.332
C -0.561 2.425 -2.369
O -0.473 0.972 -2.238
O -0.855 3.113 -0.141
H -2.370 2.336 -1.209
H -1.830 3.997 -1.765
H 0.358 3.004 -2.276
H -1.086 2.681 -3.289
H -0.271 0.634 -1.363
H -0.375 3.932 -0.283
C -1.958 -2.843 -1.996
C -1.356 -3.015 -3.430
O -2.355 -2.709 -4.479
O -2.085 -1.503 -1.502
H -1.377 -3.317 -1.205
H -2.959 -3.274 -1.974
H -0.931 -4.012 -3.546
H -0.567 -2.283 -3.604
H -2.550 -1.774 -4.381
H -1.362 -1.231 -0.932